Here is C8H11N3O2 in the gas phase in a non-equilibrium geometry from the Open Molecules 2025 dataset. Energies are from ωB97M-V/def2-TZVPD.

```
! RIJCOSX wB97M-V def2-TZVPD def2/J DEFGRID3
* xyz 0 1
N -0.36438 -2.48907 0.87839
C -1.02767 -1.36584 1.35181
N -1.68963 -0.56967 0.65062
C -1.83313 -0.55995 -0.64673
C -0.79500 -0.68253 -1.62522
C 0.58201 -0.86338 -1.24410
C 1.24499 -0.34560 -0.26477
C 0.82464 0.85503 0.52750
C 1.42727 2.20255 0.08422
C 0.00107 1.75822 -0.16957
N 2.59119 -0.73675 -0.05418
O 3.27494 -1.24741 -0.96887
O 3.00795 -0.50038 1.05491
H -0.31234 -3.24080 1.43750
H -0.47685 -2.92098 -0.03905
H -1.00541 -1.38379 2.38446
H -2.78609 -0.34561 -0.95605
H -1.10732 -0.67953 -2.68105
H 1.19765 -1.46590 -1.98339
H 0.73024 0.86606 1.61041
H 2.10989 1.98994 -0.68266
H 1.54882 2.93125 0.88266
H -0.80872 2.29330 0.25758
H -0.26044 1.72932 -1.28711
*
```

Structure (SMILES)   N\C=N/C=C\C=C(/C1CC1)[N+](=O)[O-]
HOMO energy   -8.39 eV
LUMO   -0.39 eV

=====

Here is a molecular structure, C5H12O from the Open Molecules 2025 dataset. Energies are from ωB97M-V/def2-TZVPD.

```
! RIJCOSX wB97M-V def2-TZVPD def2/J DEFGRID3
* xyz 0 1
C 1.63347 -0.67099 1.17095
C 0.39007 0.07217 0.77000
C 0.88286 1.00158 -1.30407
C -0.70930 -0.58769 0.14253
C -2.09279 -0.00390 0.35637
O -0.33951 -0.33191 -1.40842
H 1.66478 -0.95588 2.23368
H 1.74756 -1.59074 0.58218
H 2.53910 -0.06699 0.99108
H 0.13460 0.93894 1.38151
H 0.55949 1.93660 -0.85806
H 1.89315 0.71811 -1.02087
H 0.80547 1.04762 -2.39769
H -0.70117 -1.68213 0.15272
H -2.83506 -0.39903 -0.34679
H -2.06257 1.08652 0.25371
H -2.43838 -0.23737 1.36849
H -1.07176 -0.27492 -2.06731
*
```

HOMO energy   -6.63 eV
LUMO   0.89 eV

=====

Here is a molecular structure, C43H68AlBNO30 in a non-equilibrium geometry from the Open Molecules 2025 dataset. Energies are from ωB97M-V/def2-TZVPD.

```
! RIJCOSX wB97M-V def2-TZVPD def2/J DEFGRID3
* xyz -1 1
C -0.56142 -3.26770 -3.43599
C -1.43100 -2.26494 -2.71753
Al -0.68500 -1.08166 -1.16105
B 0.84258 -2.07664 -0.19972
C 2.10912 -2.68798 -1.10224
O 0.78369 -2.26482 1.29231
N -0.18176 0.58976 -1.97116
C -1.19932 1.68697 -1.74728
C -2.25103 1.96536 -3.01805
O -1.36103 2.40805 -0.63481
C 1.22935 1.01347 -1.63084
C 1.75530 1.62430 -0.20368
O 2.15462 0.87663 -2.61525
H -0.94036 -4.36177 -3.72165
H 0.53514 -2.91914 -3.72802
H -2.56102 -2.11445 -3.06473
H -1.83527 -0.86738 -0.05185
H 2.36453 -1.83648 -1.88540
H 1.69925 -3.62334 -1.69524
H 3.03736 -2.97895 -0.44583
H 0.26244 -1.48030 1.64342
H -2.68360 0.88507 -3.27992
H -1.60539 2.29776 -3.94154
H -3.10871 2.72283 -2.73663
H 2.94732 1.56418 -0.22930
H 1.51999 2.79145 -0.13516
H 1.42113 1.02790 0.74822
C 7.67982 -5.47038 -0.24567
C 6.36086 -4.87764 -0.69552
C 5.17489 -5.43751 0.03055
O 4.13390 -5.28855 -0.91854
C 4.72717 -5.32078 -2.15030
O 4.12335 -5.42532 -3.20361
O 6.08627 -5.22598 -2.04272
H 7.84863 -5.30284 0.82241
H 7.71849 -6.54702 -0.44603
H 8.50721 -5.02081 -0.80478
H 6.39367 -3.78372 -0.62698
H 4.94606 -4.88168 0.94424
H 5.27246 -6.50069 0.27483
C -0.21721 -7.49473 -0.95729
C -1.53617 -6.90198 -1.40714
C -2.72214 -7.46186 -0.68107
O -3.76313 -7.31289 -1.63016
C -3.16986 -7.34512 -2.86192
O -3.77368 -7.44966 -3.91523
O -1.81076 -7.25032 -2.75434
H -0.04840 -7.32718 0.11079
H -0.17854 -8.57136 -1.15765
H 0.61018 -7.04515 -1.51640
H -1.50336 -5.80806 -1.33860
H -2.95097 -6.90602 0.23262
H -2.62457 -8.52503 -0.43679
C -1.46141 5.42267 -0.52656
C -1.97315 6.40829 0.50302
C -2.23470 7.77468 -0.05530
O -2.04562 8.61007 1.07296
C -1.16797 7.95721 1.89378
O -0.61804 8.46306 2.85644
O -0.98543 6.66503 1.48801
H -2.17114 5.30244 -1.35069
H -0.49571 5.74208 -0.93419
H -1.29454 4.44425 -0.06380
H -2.85924 6.00435 1.00711
H -3.25148 7.87722 -0.44490
H -1.52318 8.07419 -0.83218
C 1.15186 1.87745 -7.20219
C 1.04753 0.70473 -6.24971
C 1.88430 -0.47118 -6.65492
O 1.17630 -1.56169 -6.09266
C -0.13351 -1.17520 -6.02012
O -1.06166 -1.92714 -5.77903
O -0.26367 0.16404 -6.25933
H 2.18373 2.23154 -7.28714
H 0.78543 1.61058 -8.19983
H 0.52606 2.70556 -6.85305
H 1.27548 1.02592 -5.22633
H 2.89858 -0.41958 -6.24904
H 1.94092 -0.61594 -7.73906
C -2.79158 8.22353 5.20742
C -2.89592 7.05082 6.15990
C -2.05914 5.87490 5.75470
O -2.76714 4.78439 6.31695
C -4.07695 5.17088 6.38949
O -5.00510 4.41895 6.63058
O -4.20711 6.51012 6.15028
H -1.75971 8.57762 5.12248
H -3.15801 7.95667 4.20978
H -3.41738 9.05164 5.55656
H -2.66796 7.37200 7.18328
H -1.04487 5.92650 6.16057
H -2.00252 5.73014 4.67055
C -1.13268 13.72000 7.58697
C -1.31517 12.22615 7.41818
C -2.74520 11.81512 7.23588
O -2.75394 10.49433 7.74777
C -1.74947 10.43267 8.67376
O -1.59320 9.51578 9.46110
O -0.94836 11.53760 8.60268
H -1.51685 14.26888 6.72181
H -1.63915 14.08095 8.48917
H -0.07131 13.96023 7.70982
H -0.68416 11.85696 6.60090
H -3.04978 11.82357 6.18550
H -3.45173 12.41735 7.81697
C 5.97089 -10.35038 3.64643
C 5.00843 -9.71897 2.66238
C 4.32063 -10.71358 1.77646
O 4.04711 -9.95288 0.61322
C 5.00204 -8.97550 0.55789
O 5.20359 -8.26283 -0.40984
O 5.70333 -8.90812 1.72893
H 5.46118 -11.06447 4.30036
H 6.78670 -10.86539 3.12682
H 6.43718 -9.57875 4.26808
H 4.28615 -9.08585 3.19144
H 3.39361 -11.09164 2.21674
H 4.95396 -11.56183 1.49560
C -0.79832 -3.60104 -8.50062
C -0.91157 -3.16861 -9.94754
C 0.33970 -3.39888 -10.74029
O 0.25962 -2.39860 -11.74010
C -0.47683 -1.37740 -11.20622
O -0.57906 -0.26892 -11.70201
O -1.07771 -1.76313 -10.04094
H -0.55852 -4.66564 -8.42025
H -0.02981 -3.02388 -7.97427
H -1.74077 -3.41465 -7.97493
H -1.77898 -3.64571 -10.41915
H 0.36849 -4.39438 -11.19228
H 1.25820 -3.24177 -10.16479
C -5.07576 1.61191 5.48869
C -4.25729 0.36750 5.76242
C -3.18714 0.57006 6.79243
O -2.21442 -0.38967 6.41915
C -2.35858 -0.58174 5.07283
O -1.56219 -1.18281 4.37320
O -3.51051 -0.00567 4.61579
H -5.56815 1.97301 6.39672
H -4.45096 2.41460 5.08115
H -5.84247 1.40260 4.73528
H -4.91549 -0.46880 6.02663
H -3.54602 0.38040 7.80800
H -2.72669 1.56314 6.75650
*
```

HOMO energy   -4.09 eV
LUMO   1.54 eV

=====

Here is 8 unconnected molecules or ions with the total composition C32H40F24O16 in a non-equilibrium geometry from the Open Molecules 2025 dataset. Energies are from ωB97M-V/def2-TZVPD.

```
! RIJCOSX wB97M-V def2-TZVPD def2/J DEFGRID3
* xyz 0 1
C -13.38796 21.17180 3.30949
C -13.33923 22.34488 4.27349
O -14.08803 22.06724 5.48608
C -14.70945 23.01595 6.16122
O -14.87818 24.13404 5.78081
C -15.25766 22.48314 7.49395
F -16.49276 22.97847 7.71927
F -15.31859 21.14963 7.50498
F -14.48945 22.90883 8.50866
H -12.54420 21.10350 2.63022
H -14.31130 21.20543 2.73475
H -13.40897 20.31209 3.98328
H -13.60081 23.29775 3.81629
H -12.35518 22.41573 4.74368
C -14.04305 25.75900 -4.05467
C -15.12797 24.97856 -3.30585
O -15.72901 23.92555 -4.05455
C -16.50923 24.16797 -5.07856
O -16.90083 25.25783 -5.41256
C -16.91088 22.95088 -5.92814
F -16.20550 21.83313 -5.62999
F -18.21527 22.64822 -5.70060
F -16.75848 23.22371 -7.22667
H -14.39823 26.19269 -4.98917
H -13.16615 25.14839 -4.25542
H -13.81036 26.60060 -3.40060
H -15.92318 25.66050 -2.99797
H -14.67371 24.65927 -2.37350
C -18.09471 20.08201 -3.51780
C -17.09526 20.96456 -2.72160
O -17.51886 20.97466 -1.35642
C -16.89387 21.84593 -0.58273
O -16.09240 22.64196 -0.95587
C -17.40029 21.81561 0.88111
F -16.37363 22.13208 1.66623
F -18.37560 22.71240 1.05119
F -17.89743 20.61652 1.16558
H -19.03921 20.52680 -3.20467
H -17.94074 19.06496 -3.16618
H -17.91758 20.17712 -4.58474
H -17.12444 21.98714 -3.09206
H -16.12304 20.48220 -2.81984
C -15.36050 15.36805 -2.89008
C -16.45249 16.40388 -3.09319
O -16.96790 16.93916 -1.88129
C -17.88381 16.26535 -1.22822
O -18.35370 15.22811 -1.60332
C -18.35665 16.88794 0.09539
F -17.54457 16.46926 1.07530
F -18.34307 18.22324 -0.00776
F -19.59254 16.50565 0.38929
H -14.52998 15.76424 -2.30084
H -14.98269 15.05903 -3.86317
H -15.70918 14.49948 -2.33111
H -17.25032 15.90238 -3.64369
H -16.06634 17.20559 -3.71808
C -12.58752 25.32355 1.14115
C -13.68215 24.46862 0.49202
O -13.16758 23.15185 0.28346
C -12.68872 22.78482 -0.88664
O -12.36999 23.53830 -1.76154
C -12.65501 21.24641 -1.20993
F -13.27896 20.55974 -0.26612
F -13.31304 21.09064 -2.36568
F -11.41252 20.84771 -1.41630
H -12.21206 24.88987 2.06910
H -12.92971 26.32904 1.38669
H -11.74201 25.41066 0.45790
H -14.00205 24.99118 -0.40556
H -14.52674 24.42302 1.17492
C -21.07924 19.76806 -6.49020
C -20.89934 18.64346 -7.49336
O -19.82999 18.90107 -8.38024
C -18.60172 18.50448 -8.07365
O -18.27445 17.93934 -7.08464
C -17.57187 19.15384 -9.01544
F -16.56769 18.29479 -9.15876
F -18.02456 19.44316 -10.22178
F -17.12196 20.27016 -8.46617
H -21.71282 20.56518 -6.88545
H -20.11307 20.19993 -6.23105
H -21.63042 19.42611 -5.61379
H -21.84651 18.54159 -8.02258
H -20.77961 17.70420 -6.95022
C -25.83805 22.06675 -2.60180
C -24.75690 22.90795 -1.91028
O -23.59835 22.12145 -1.79565
C -22.61634 22.57033 -1.02759
O -22.74274 23.50813 -0.30309
C -21.32907 21.72316 -1.12749
F -20.49141 22.31230 -1.99141
F -20.77518 21.66960 0.08222
F -21.54007 20.48157 -1.55294
H -26.81028 22.55650 -2.58274
H -25.96379 21.07671 -2.16611
H -25.53858 21.94891 -3.64584
H -25.20473 23.18659 -0.95271
H -24.71135 23.86040 -2.44005
C -18.29801 23.55391 4.68893
C -18.66256 22.19648 5.23501
O -18.01672 21.16620 4.48386
C -18.06817 19.93482 4.89953
O -18.75771 19.50172 5.78275
C -17.10418 18.98776 4.16487
F -16.20018 18.48400 4.98051
F -17.83812 18.03357 3.59871
F -16.47136 19.63283 3.17895
H -18.95044 24.34443 5.05523
H -18.29103 23.56385 3.59796
H -17.29391 23.87680 4.97301
H -19.74917 22.09617 5.28135
H -18.42325 22.09758 6.29593
*
```

Structure (SMILES)   CCOC(=O)C(F)(F)F.CCOC(=O)C(F)(F)F.CCOC(=O)C(F)(F)F.CCOC(=O)C(F)(F)F.CCOC(=O)C(F)(F)F.CCOC(=O)C(F)(F)F.CCOC(=O)C(F)(F)F.CCOC(=O)C(F)(F)F
HOMO energy   -11.08 eV
LUMO   0.42 eV